# 1
Below is a 7-piece molecular cluster, C7H28BIN12O6 overall, with properties calculated with wB97M-V/def2-TZVPD.

Kohn-Sham gap	9.18	eV
SMILES	NC(N)=O.NC(N)=O.NC(N)=O.NC(N)=O.NC(N)=O.NC(N)=O.CBI
electronic energy	-1714.847701	hartree

Positions of all 55 atoms, in Å:
O (3.011, 6.430, -4.302)
N (2.106, -6.048, 3.251)
H (1.891, -3.615, 0.030)
H (3.205, 4.045, -1.199)
H (-1.449, 1.377, 0.096)
H (1.760, -6.101, 4.189)
O (-1.720, -1.458, -1.317)
H (0.342, -2.461, 4.688)
H (3.055, 0.177, -0.864)
N (1.708, -2.664, -0.238)
H (1.364, 7.780, -6.662)
C (2.747, -1.801, -0.423)
N (0.810, 6.192, -4.741)
H (-0.374, -0.168, -2.917)
N (-4.951, -2.698, 2.537)
H (-4.443, -3.478, 2.163)
C (1.361, -5.598, 2.193)
N (2.143, 7.545, -6.079)
H (-5.359, -2.767, 3.451)
H (-4.700, -0.690, 0.041)
H (3.432, 5.471, -0.199)
H (0.750, -2.373, -0.333)
C (-1.394, -0.291, -1.167)
O (-1.189, -2.108, 1.925)
N (0.197, -2.305, 3.709)
H (3.047, -6.332, 3.056)
H (-0.296, -5.222, 3.419)
I (-0.011, 4.257, -1.306)
H (-0.473, -4.842, 1.742)
N (2.348, -0.521, -0.742)
C (-1.038, -2.319, 3.117)
N (0.085, -5.202, 2.493)
C (3.079, 5.121, -1.173)
H (-2.223, -0.065, 0.668)
C (2.051, 6.706, -5.002)
O (3.920, -2.103, -0.300)
N (-4.585, -1.516, 0.599)
H (-3.998, -2.251, 0.247)
N (-2.105, -2.594, 3.931)
H (1.349, 6.752, -1.426)
C (-5.190, -1.540, 1.818)
H (0.771, 5.577, -3.951)
H (1.381, -0.283, -0.850)
B (1.653, 5.609, -1.321)
N (-0.643, 0.364, -2.110)
H (3.044, 7.931, -6.282)
N (-1.721, 0.423, -0.054)
H (-2.993, -2.587, 3.458)
H (-0.018, 6.399, -5.265)
H (0.983, -2.103, 3.118)
H (-0.349, 1.319, -2.025)
H (-2.036, -2.782, 4.912)
O (-5.849, -0.627, 2.271)
O (1.812, -5.546, 1.063)
H (3.701, 5.582, -1.938)

***

# 2
Below is a 2-piece molecular cluster, CHNO5 overall, with properties calculated with wB97M-V/def2-TZVPD.

Kohn-Sham gap (spin up / spin down)	9.90 / 9.91	eV
SMILES	O=C=O.O=NOO
relative energy (zero: lowest compared OMol25 entry of this formula, charge and spin)	2.800	eV
electronic energy	-469.456047	hartree

Positions of all 8 atoms, in Å:
O (-0.716, -1.949, 1.075)
O (-1.495, 0.821, -0.475)
H (1.418, 0.549, -1.046)
C (-0.842, 1.537, 0.148)
O (1.153, 0.147, -0.252)
O (-0.317, 2.317, 0.791)
O (0.771, -1.365, -0.411)
N (0.027, -2.057, 0.171)

***

# 3
Below is an isolated molecule of C4H9NO, with properties calculated with wB97M-V/def2-TZVPD.

Kohn-Sham gap	8.24	eV
relative energy (zero: lowest compared OMol25 entry of this formula, charge and spin)	4.519	eV
electronic energy	-287.666388	hartree

Positions of all 15 atoms, in Å:
H (-1.092, -2.654, -0.707)
H (0.366, 0.880, -1.512)
N (0.793, 1.502, -0.829)
H (2.728, 1.406, 0.179)
C (-0.502, 0.217, 0.778)
H (-2.328, -1.403, -0.376)
C (1.807, 0.839, 0.031)
H (1.975, -0.185, -0.313)
O (-0.335, -0.856, -0.161)
H (-1.455, -2.174, 0.974)
H (0.845, 2.477, -1.079)
H (-1.487, 0.681, 0.599)
C (0.550, 1.267, 0.675)
C (-1.354, -1.811, -0.061)
H (-0.509, -0.187, 1.801)

***

# 4
Below is a 8-piece molecular cluster, C24H53NO9 overall, with properties calculated with wB97M-V/def2-TZVPD.

Kohn-Sham gap	6.52	eV
relative energy (zero: lowest compared OMol25 entry of this formula, charge and spin)	1.524	eV
electronic energy	-1677.647804	hartree

Positions of all 87 atoms, in Å:
H (2.164, 0.977, 4.366)
H (2.082, 1.314, -0.988)
H (0.366, 0.927, -1.317)
H (0.773, 5.995, -0.525)
H (2.878, -1.198, -3.947)
H (-0.800, -2.435, -0.369)
H (5.091, 0.069, -1.671)
H (-1.700, -2.273, 2.054)
H (-3.524, -4.022, 4.374)
C (-3.671, 0.644, -1.398)
H (0.448, -5.902, -0.853)
H (0.117, -5.945, 0.796)
H (2.015, -2.411, 0.558)
H (-0.243, 8.140, -0.787)
C (3.254, -0.897, 4.349)
H (-5.480, 1.445, -2.290)
H (-4.240, 1.056, 0.814)
C (0.647, 5.341, -2.640)
C (0.108, 8.302, -3.004)
C (0.228, -5.282, -0.021)
C (2.611, 0.298, 5.014)
C (-2.089, -5.107, -0.719)
H (4.929, 0.039, -4.062)
N (1.141, -0.603, 1.055)
H (-2.070, 0.357, -0.622)
H (-3.998, -0.822, 0.190)
H (5.244, 2.269, -3.443)
H (-1.283, -3.959, 0.989)
H (-5.146, -3.336, 2.267)
H (1.764, 0.055, -3.377)
H (3.759, 0.255, 2.611)
C (4.178, 1.867, -3.212)
H (2.426, -2.558, 4.279)
C (-3.464, -2.542, 3.035)
H (1.717, 0.006, 5.634)
H (4.562, -1.150, 2.577)
H (3.748, -1.581, 5.050)
H (-1.742, -5.477, -1.880)
H (1.081, -0.977, 2.119)
C (-4.095, -3.332, 1.921)
C (4.228, -0.402, 3.260)
O (2.212, -1.701, 3.728)
C (0.554, 6.208, -1.447)
C (1.137, 0.820, 0.910)
H (5.178, -0.094, 3.662)
O (4.328, -0.321, -2.092)
O (-2.297, 0.899, -1.186)
H (0.536, 5.129, -4.843)
H (3.407, 0.865, 5.637)
H (-3.935, -0.380, -2.047)
C (1.174, 1.327, -0.564)
O (-0.073, 9.460, -3.143)
C (-3.722, -3.044, 4.467)
C (-0.985, -4.383, -0.035)
C (0.396, 5.989, -3.930)
H (0.083, -0.768, 0.707)
H (-0.246, 7.791, -5.201)
H (-4.028, -2.783, 0.889)
C (2.046, -1.363, 0.201)
H (3.762, 2.279, -4.167)
H (-3.891, -1.520, 2.904)
O (1.143, 1.689, 1.829)
H (-3.617, -4.204, 1.972)
H (1.128, -4.624, -0.012)
C (4.079, 0.365, -3.295)
C (2.771, -0.137, -3.979)
O (0.856, 4.143, -2.572)
H (-2.209, -1.029, 0.707)
H (2.952, -1.052, 0.165)
H (1.587, -1.200, -0.636)
H (2.866, 0.192, -4.945)
C (0.107, 7.390, -4.196)
O (-2.147, -2.597, 2.815)
H (-2.968, -4.632, -0.687)
H (-4.491, 2.671, -1.461)
H (-3.230, -2.517, 5.414)
O (-0.602, -3.244, -0.858)
H (3.746, 2.588, -2.433)
H (-2.530, -5.779, -0.124)
H (-5.362, 0.322, -0.214)
H (-4.668, -2.813, 4.651)
H (-3.989, 2.033, -3.022)
H (0.840, 2.236, -0.491)
C (-4.333, 0.252, -0.044)
C (-4.392, 1.836, -2.030)
C (0.131, 7.762, -1.674)
O (-1.317, -1.205, 0.483)

***

# 5
Below is an isolated molecule of C17H17N3O2, with properties calculated with wB97M-V/def2-TZVPD.

Kohn-Sham gap	9.30	eV
SMILES	O=C(NCc1ccccn1)c1ccc(N2CCCC2=O)cc1
relative energy (zero: lowest compared OMol25 entry of this formula, charge and spin)	0.000	eV
electronic energy	-972.813914	hartree

Positions of all 39 atoms, in Å:
H (-3.792, -1.850, -1.126)
H (6.672, -0.802, -0.153)
H (2.437, 0.983, -1.683)
H (2.591, -1.597, 1.732)
H (4.746, -1.779, 0.865)
C (-3.624, -0.790, -1.326)
H (-1.908, 0.404, -1.331)
C (0.644, -0.070, -1.214)
H (0.120, 0.342, -2.065)
C (2.060, -1.165, 0.898)
H (7.009, -0.365, 1.528)
C (4.639, 1.237, -0.183)
N (-4.296, 1.380, -0.540)
C (-5.818, 0.371, 1.538)
C (4.900, -0.720, 1.082)
C (1.962, 0.284, -1.015)
C (6.072, 1.214, 0.327)
C (-5.150, -0.483, 0.675)
H (6.756, 1.590, -0.430)
C (-4.403, 0.068, -0.359)
H (-6.218, 2.437, 1.990)
H (0.259, -2.236, 1.332)
C (2.687, -0.251, 0.050)
H (-6.408, -0.025, 2.352)
C (6.304, -0.243, 0.708)
H (-5.198, -1.553, 0.799)
H (-3.925, -0.550, -2.351)
H (-4.810, 3.245, 0.090)
O (4.139, 2.120, -0.836)
C (-4.933, 2.188, 0.287)
C (-5.713, 1.739, 1.341)
O (-1.790, -2.501, -0.132)
N (-2.205, -0.549, -1.188)
N (4.025, 0.096, 0.256)
H (4.697, -0.541, 2.145)
C (0.013, -0.974, -0.364)
C (-1.398, -1.420, -0.533)
H (6.129, 1.874, 1.195)
C (0.745, -1.523, 0.684)